{
  "formula": "C6H16N",
  "method": "wB97M-V/def2-TZVPD",
  "elements": ["C", "C", "C", "C", "C", "C", "N", "H", "H", "H", "H", "H", "H", "H", "H", "H", "H", "H", "H", "H", "H", "H", "H"],
  "positions_angstrom": [[0.368, -2.637, 1.666], [0.548, -1.348, 0.892], [-0.536, -0.477, 0.915], [0.026, -1.336, -0.639], [0.497, -0.227, -1.563], [-0.599, 0.615, -2.209], [-0.010, 4.409, 1.071], [-0.602, -3.115, 1.506], [1.142, -3.376, 1.544], [0.348, -2.422, 2.726], [1.522, -0.929, 1.064], [-1.573, -0.731, 1.107], [-0.349, 0.583, 0.765], [-1.015, -1.646, -0.796], [0.464, -2.305, -0.897], [1.183, 0.448, -1.049], [1.137, -0.638, -2.339], [-0.210, 1.209, -3.034], [-1.066, 1.298, -1.500], [-1.395, -0.027, -2.591], [-0.371, 3.477, 0.904], [0.151, 4.834, 0.166], [-0.780, 4.926, 1.485]],
  "lowdin_charge": [-0.024, -0.288, 0.168, -0.118, -0.235, -0.079, 0.009, 0.103, 0.093, 0.099, 0.169, 0.146, 0.127, 0.161, 0.182, 0.123, 0.122, 0.089, 0.071, 0.085, -0.028, 0.008, 0.014],
  "lumo_ev": -5.06,
  "fmax_ha_per_bohr": 0.05825,
  "de_lowest_ev": 2.904,
  "total_charge": 1,
  "energy_ha": -292.6175,
  "gap_ev": 7.78
}

{
  "formula": "C43H58AuN5O",
  "method": "wB97M-V/def2-TZVPD",
  "elements": ["Au", "C", "C", "C", "C", "C", "C", "C", "C", "C", "C", "C", "C", "N", "C", "C", "N", "C", "C", "C", "C", "C", "C", "C", "C", "C", "C", "C", "C", "C", "C", "C", "C", "C", "C", "C", "C", "C", "C", "H", "H", "H", "H", "H", "H", "H", "H", "H", "H", "H", "H", "H", "H", "H", "H", "H", "H", "H", "H", "H", "H", "H", "H", "H", "H", "H", "H", "H", "H", "H", "H", "H", "H", "H", "H", "H", "H", "H", "H", "C", "N", "C", "C", "O", "H", "H", "H", "H", "H", "H", "H", "N", "C", "C", "N", "C", "C", "H", "H", "H", "H", "H", "H", "H", "H", "H", "H", "H"],
  "positions_angstrom": [[-0.139, -0.480, -0.173], [0.006, -3.016, 2.707], [-1.322, -2.320, 3.014], [-2.218, -2.247, 1.779], [-1.188, -0.939, 3.615], [-1.906, -0.647, 4.764], [-1.848, 0.606, 5.354], [-1.048, 1.593, 4.802], [-0.311, 1.358, 3.653], [0.522, 2.468, 3.043], [-0.381, 3.610, 2.556], [1.570, 2.996, 4.031], [-0.375, 0.072, 3.061], [0.405, -0.199, 1.958], [1.730, -0.230, 2.052], [2.555, -0.240, 0.903], [2.050, -0.209, -0.328], [2.840, 0.031, -1.427], [2.960, -0.945, -2.441], [3.848, -0.723, -3.480], [4.604, 0.433, -3.545], [4.448, 1.411, -2.576], [3.561, 1.253, -1.525], [3.335, 2.374, -0.536], [4.604, 3.169, -0.246], [2.245, 3.312, -1.072], [2.154, -2.224, -2.479], [0.804, -1.915, -3.136], [2.014, -2.916, -1.124], [3.925, -0.468, 1.324], [5.129, -0.630, 0.686], [6.262, -0.920, 1.467], [6.213, -1.066, 2.835], [4.985, -0.915, 3.525], [4.733, -1.032, 4.913], [3.458, -0.859, 5.400], [2.354, -0.569, 4.578], [2.562, -0.438, 3.226], [3.879, -0.612, 2.732], [-0.165, -4.069, 2.492], [0.669, -2.947, 3.566], [0.513, -2.581, 1.850], [-1.842, -2.937, 3.751], [-1.732, -1.643, 1.010], [-3.173, -1.785, 2.021], [-2.396, -3.243, 1.386], [-2.522, -1.416, 5.205], [-2.422, 0.811, 6.245], [-1.007, 2.566, 5.268], [1.054, 2.076, 2.169], [-0.920, 4.060, 3.386], [-1.112, 3.237, 1.837], [0.218, 4.385, 2.078], [1.101, 3.433, 4.908], [2.181, 3.762, 3.558], [2.229, 2.194, 4.358], [3.952, -1.476, -4.247], [5.309, 0.571, -4.350], [5.030, 2.314, -2.656], [2.982, 1.953, 0.410], [4.875, 3.797, -1.089], [5.438, 2.510, -0.025], [4.453, 3.818, 0.611], [2.530, 3.702, -2.046], [2.104, 4.152, -0.395], [1.301, 2.779, -1.173], [2.687, -2.914, -3.144], [0.214, -1.255, -2.494], [0.243, -2.830, -3.308], [0.972, -1.419, -4.091], [1.224, -2.462, -0.523], [2.948, -2.836, -0.573], [1.780, -3.971, -1.251], [5.216, -0.545, -0.387], [7.205, -1.040, 0.957], [7.112, -1.302, 3.384], [5.542, -1.264, 5.589], [3.285, -0.953, 6.462], [1.376, -0.458, 5.018], [-3.832, -4.539, -1.701], [-2.720, -3.642, -1.480], [-1.435, -4.297, -1.343], [-2.859, -2.331, -1.483], [-1.990, -1.458, -1.385], [-3.580, -5.242, -2.494], [-4.724, -3.985, -1.981], [-4.041, -5.113, -0.798], [-1.571, -5.284, -0.903], [-0.778, -3.704, -0.713], [-0.979, -4.423, -2.326], [-3.909, -2.018, -1.618], [-3.484, 2.826, -2.407], [-2.096, 2.826, -2.946], [-1.338, 1.613, -2.390], [-1.338, 1.591, -0.942], [-2.690, 1.601, -0.423], [-3.484, 2.818, -0.918], [-3.978, 1.989, -2.749], [-3.990, 3.650, -2.751], [-1.603, 3.754, -2.641], [-2.128, 2.788, -4.035], [-0.308, 1.628, -2.751], [-1.803, 0.682, -2.732], [-0.789, 2.355, -0.556], [-2.654, 1.599, 0.668], [-3.173, 0.674, -0.748], [-3.023, 3.745, -0.564], [-4.511, 2.777, -0.554]],
  "lowdin_spin": [0.290, 0.001, 0.005, 0.010, 0.044, -0.004, 0.049, -0.004, 0.047, 0.004, 0.002, 0.002, 0.035, 0.375, 0.155, 0.165, 0.382, 0.039, 0.055, -0.005, 0.062, -0.004, 0.055, 0.006, 0.001, 0.004, 0.006, 0.011, 0.003, 0.022, 0.015, -0.001, 0.023, 0.009, 0.020, -0.001, 0.012, 0.021, 0.064, 0.000, 0.000, 0.000, 0.000, 0.002, 0.000, 0.000, -0.001, 0.003, -0.001, 0.002, 0.000, 0.000, 0.000, 0.000, 0.000, 0.000, -0.001, 0.004, -0.001, 0.002, 0.000, 0.000, 0.000, 0.000, 0.000, 0.000, 0.001, 0.004, 0.000, 0.001, -0.001, 0.000, 0.001, 0.002, -0.001, 0.001, 0.001, 0.000, 0.001, 0.000, 0.002, 0.000, 0.001, 0.006, 0.000, 0.000, 0.000, 0.000, 0.000, 0.000, 0.000, 0.000, 0.000, 0.000, -0.006, 0.000, 0.000, 0.000, 0.000, 0.000, 0.000, 0.000, 0.000, 0.000, 0.000, 0.000, 0.000, 0.000],
  "lumo_ev": [-5.10, -7.28],
  "fmax_ha_per_bohr": 0.02563,
  "spin_multiplicity": 3,
  "total_charge": 2,
  "energy_ha": -2157.5056,
  "gap_ev": [5.96, 4.90]
}